Formula: C3H5O4
Source: OMol25
Level of theory: wB97M-V/def2-TZVPD

Properties
- ΔE to the lowest compared entry with this formula, charge and spin (eV) = 5.005
- multiplicity = 2
- LUMO (alpha / beta) (eV) = -3.302 / -3.054
- ⟨S²⟩ = 0.7660
- total energy (eV) = -11375.0206
- Kohn-Sham gap (alpha / beta) (eV) = 6.82 / 6.99

Each line ends with the natural charge from an NBO analysis.
Element x y z (Å)
C -1.435 -0.616 0.724  -0.60
C -0.853 0.028 -0.517  -0.48
C 0.496 0.706 -0.195  0.77
O 0.611 1.931 0.104  -0.60
O 1.307 -0.321 -0.325  -0.38
O 3.017 0.639 -0.007  0.15
O 3.785 -0.110 -0.636  0.03
H -2.368 -1.131 0.471  0.22
H -0.728 -1.337 1.143  0.22
H -1.660 0.162 1.474  0.22
H -0.670 -0.738 -1.328  0.22
H -1.502 0.786 -0.909  0.23

Atoms 1-6, force components in eV/Å:
-0.233 0.145 0.316
0.293 -0.649 -0.846
-1.408 2.047 0.191
0.484 -4.561 -0.933
2.417 3.527 1.221
0.739 -4.252 -2.626


Formula: C3H5O4P
Source: OMol25
Level of theory: wB97M-V/def2-TZVPD

Properties
- ΔE to the lowest compared entry with this formula, charge and spin (eV) = 5.759
- multiplicity = 1
- LUMO (alpha / beta) (eV) = -2.092 / -2.093
- total energy (eV) = -20664.6826
- Kohn-Sham gap (alpha / beta) (eV) = 7.38 / 7.37

Each line ends with the natural charge from an NBO analysis.
Element x y z (Å)
C 1.203 -0.494 -0.302  0.00
C 0.415 0.260 0.421  0.30
C -1.048 0.675 0.522  -0.18
O -1.355 -2.572 -2.037  -1.03
O 0.610 -1.514 -1.043  -0.80
O 1.647 2.183 1.748  -0.86
O -1.560 -0.094 -0.527  -0.70
P -0.843 -2.316 -0.709  1.59
H 2.253 -0.549 -0.428  0.24
H -0.900 1.826 0.214  0.26
H -1.466 0.300 1.455  0.24
H 2.545 1.914 2.029  0.43
H -1.502 0.382 -1.343  0.51

Atoms 1-6, force components in eV/Å:
-1.460 -1.333 -0.245
1.285 1.891 1.796
3.529 1.731 -0.877
-0.686 -0.505 -0.790
0.177 0.119 0.238
-0.900 -1.604 -1.116


Formula: C3H5O4S
Source: OMol25
Level of theory: wB97M-V/def2-TZVPD

Properties
- ΔE to the lowest compared entry with this formula, charge and spin (eV) = 2.794
- multiplicity = 1
- LUMO (eV) = 3.921
- total energy (eV) = -22216.7758
- charge = -1
- Kohn-Sham gap (eV) = 8.77

Each line ends with the natural charge from an NBO analysis.
Element x y z (Å)
C 1.606 -1.138 0.162  -0.48
C 0.555 -0.373 0.068  -0.32
C -1.392 -0.732 -0.583  0.03
O 0.293 1.866 -1.146  -1.02
O 1.724 1.857 0.846  -1.01
O -0.713 1.655 1.074  -1.03
O -2.187 -0.297 0.417  -0.76
S 0.483 1.407 0.227  2.37
H 2.547 -0.696 0.471  0.21
H 1.619 -2.202 -0.040  0.18
H -1.321 -0.119 -1.474  0.17
H -1.455 -1.806 -0.746  0.15
H -1.760 0.580 0.725  0.51

Atoms 1-6, force components in eV/Å:
0.763 -0.254 0.238
-4.211 0.417 -1.520
3.463 0.246 1.433
-0.087 -0.153 0.319
-0.365 -0.108 -0.017
0.425 -0.102 -0.152


Formula: C3H5O4S
Source: OMol25
Level of theory: wB97M-V/def2-TZVPD

Properties
- ΔE to the lowest compared entry with this formula, charge and spin (eV) = 3.168
- multiplicity = 1
- LUMO (eV) = 3.584
- total energy (eV) = -22216.4018
- charge = -1
- Kohn-Sham gap (eV) = 8.57

Each line ends with the natural charge from an NBO analysis.
Element x y z (Å)
C 1.086 -0.914 0.607  -0.16
C 2.017 -0.100 -0.162  0.34
C 2.837 0.941 -0.304  -0.59
O -4.221 -0.602 -0.548  -1.05
O -2.057 0.375 -1.135  -1.04
O -2.461 -0.298 1.111  -1.06
O 1.592 -1.145 -0.803  -0.45
S -3.037 0.128 -0.127  2.32
H 1.416 -1.728 1.251  0.18
H 0.059 -0.538 0.779  0.26
H 3.357 1.035 -1.265  0.20
H -3.608 1.298 0.101  -0.16
H 3.020 1.547 0.495  0.20

Atoms 1-6, force components in eV/Å:
0.041 0.408 -0.274
0.877 1.081 1.752
-0.569 -2.458 -2.518
-0.039 -0.647 -0.186
1.176 0.270 -1.461
0.653 -0.589 1.753


Formula: C3H5O4Sn
Source: OMol25
Level of theory: wB97M-V/def2-TZVPD

Properties
- ΔE to the lowest compared entry with this formula, charge and spin (eV) = 0.600
- multiplicity = 2
- LUMO (alpha / beta) (eV) = 0.348 / 0.315
- ⟨S²⟩ = 0.7539
- total energy (eV) = -17211.2673
- Kohn-Sham gap (alpha / beta) (eV) = 5.89 / 9.92

Each line ends with the natural charge from an NBO analysis.
Element x y z (Å)
O 1.966 -1.187 -0.922  -0.61
C 0.866 -0.736 -1.124  1.00
O 0.155 -0.033 -0.255  -0.61
O 0.217 -0.777 -2.282  -0.67
H 0.752 -1.238 -2.940  0.51
C -0.136 1.318 1.782  -0.08
O -1.441 0.978 1.652  -0.92
C 0.831 0.385 1.089  -0.08
H 0.200 1.447 2.829  0.20
H 0.285 2.153 1.052  0.14
H 0.891 -0.570 1.629  0.19
H 1.843 0.783 0.954  0.22
Sn -2.014 0.063 0.109  0.69

Atoms 1-6, force components in eV/Å:
-0.713 0.177 0.072
1.972 -0.336 -0.614
1.432 1.501 1.842
-0.597 0.035 -0.023
0.126 -0.113 0.193
2.424 1.768 -2.467


Formula: C3H5O5
Source: OMol25
Level of theory: wB97M-V/def2-TZVPD

Properties
- ΔE to the lowest compared entry with this formula, charge and spin (eV) = 1.488
- multiplicity = 1
- LUMO (eV) = 3.977
- total energy (eV) = -13428.9697
- charge = -1
- Kohn-Sham gap (eV) = 6.99

Each line ends with the natural charge from an NBO analysis.
Element x y z (Å)
C 2.642 -0.008 0.015  0.90
C 0.309 0.326 -0.569  -0.23
C -0.650 -0.731 -0.044  0.30
O 3.188 -0.893 -0.559  -0.66
O 2.785 0.829 0.855  -0.69
O 0.086 1.495 0.165  -0.79
O 0.010 -1.725 0.784  -0.78
O -1.699 -0.249 0.743  -0.72
H 0.126 0.370 -1.693  0.12
H -0.991 -1.247 -0.878  0.12
H 1.060 1.725 0.582  0.49
H 0.905 -1.726 0.759  0.47
H -1.273 0.224 1.462  0.47

Atoms 1-6, force components in eV/Å:
-1.682 -0.120 -0.541
1.020 -0.897 -0.087
2.257 0.206 1.669
0.136 -0.686 -0.560
-0.362 1.087 0.531
3.744 1.626 1.209